No. 1
# C2H9N5

A 2-piece molecular cluster, C2H9N5 overall at a distorted geometry (wB97M-V/def2-TZVPD, the Open Molecules 2025 dataset).

LUMO level in eV: -10.38
Charge: +2
ΔE to the lowest compared entry with this formula, charge and spin in kcal/mol: 156.0
Spin multiplicity: 1

Positions of all 16 atoms, in Å:
C  -2.6099  -0.7038  0.2836
C  2.7492  0.2675  -1.0247
N  -3.2606  0.3038  -0.1304
N  -1.2452  -0.5122  0.5376
N  -0.4674  -1.3597  0.9150
N  -3.7860  1.2517  -0.5227
N  2.2253  0.5620  0.4004
H  -3.0435  -1.7377  0.1812
H  2.5194  -0.7668  -1.0672
H  2.0280  0.7358  -1.7538
H  3.6718  0.6452  -1.2231
H  -0.5567  -2.2522  1.4467
H  1.1099  0.4370  0.6094
H  -4.6516  1.6468  -0.3684
H  2.8595  0.0392  1.1042
H  2.4580  1.4434  0.6121

These are the Löwdin partial charges, in e, on atoms 1 to 4: number 1, C, carries -0.03; number 2, C, carries 0.03; number 3, N, carries 0.11; number 4, N, carries -0.03

No. 2
# C18H36Br18

A 9-piece molecular cluster, C18H36Br18 overall at a distorted geometry (wB97M-V/def2-TZVPD, the Open Molecules 2025 dataset).

LUMO level in eV: 0.01
Charge: 0
SMILES: BrCCBr.BrCCBr.BrCCBr.BrCCBr.BrCCBr.BrCCBr.BrCCBr.BrCCBr.BrCCBr
ΔE to the lowest compared entry with this formula, charge and spin in kcal/mol: 2.4
Spin multiplicity: 1

Positions of all 72 atoms, in Å:
Br  -2.1752  6.6459  1.6231
C  -2.4129  4.8118  2.2270
C  -1.1044  4.0910  2.1551
Br  -1.3946  2.2528  2.6852
H  -3.1389  4.3924  1.5396
H  -2.8047  4.9105  3.2316
H  -0.3549  4.4952  2.8270
H  -0.7128  4.0964  1.1412
Br  5.3340  0.6554  -5.1481
C  3.9814  1.4415  -4.0073
C  2.6730  1.5258  -4.7674
Br  1.2913  2.0806  -3.5378
H  4.3365  2.4374  -3.7606
H  3.9172  0.8267  -3.1180
H  2.3830  0.5384  -5.1168
H  2.7801  2.1738  -5.6315
Br  1.7737  6.3673  0.7883
C  0.9164  5.7457  -0.8372
C  1.6968  6.1268  -2.0743
Br  1.4686  7.9697  -2.5929
H  -0.0951  6.1356  -0.8045
H  0.8679  4.6570  -0.8173
H  1.4021  5.4972  -2.9138
H  2.7540  5.9177  -1.9204
Br  -3.0054  0.4759  -3.5275
C  -2.2060  2.2037  -3.1260
C  -3.2986  3.1376  -2.6924
Br  -2.5187  4.8541  -2.1867
H  -1.6556  2.5925  -3.9749
H  -1.5234  1.9877  -2.3090
H  -3.8441  2.7976  -1.8196
H  -4.0003  3.3471  -3.4933
Br  1.0371  -6.4653  2.0634
C  -0.7631  -5.8550  1.6025
C  -1.3075  -6.6916  0.4841
Br  -3.1628  -6.2210  0.1066
H  -0.6659  -4.7983  1.3727
H  -1.3123  -5.9497  2.5345
H  -1.2455  -7.7541  0.6917
H  -0.7904  -6.4837  -0.4469
Br  -4.0156  -0.3455  3.4434
C  -2.8233  -1.8788  3.3425
C  -2.7039  -2.5179  4.6895
Br  -1.1129  -3.6192  4.6930
H  -1.8958  -1.4531  2.9757
H  -3.2143  -2.5688  2.6008
H  -3.5609  -3.1618  4.8651
H  -2.6290  -1.7890  5.4881
Br  1.8068  2.1643  0.1685
C  1.1069  0.4075  -0.2814
C  0.7605  -0.3062  0.9666
Br  -0.0834  -1.9913  0.5563
H  1.8911  -0.0899  -0.8482
H  0.2792  0.5580  -0.9695
H  0.0371  0.2129  1.5851
H  1.6377  -0.4968  1.5785
Br  2.3420  -4.1311  4.4452
C  2.5918  -2.4767  3.4835
C  3.9382  -1.8988  3.7844
Br  4.0838  -0.1527  2.9432
H  1.7579  -1.8306  3.7436
H  2.5273  -2.7164  2.4225
H  4.7274  -2.4907  3.3322
H  4.1316  -1.8083  4.8487
Br  -2.5946  -3.4170  -3.4559
C  -1.2499  -4.1750  -2.2241
C  0.1025  -3.8824  -2.7967
Br  1.3455  -5.1846  -1.9845
H  -1.4844  -5.2302  -2.2376
H  -1.4540  -3.6915  -1.2782
H  0.4781  -2.9196  -2.4742
H  0.1563  -4.0889  -3.8553

These are the Löwdin partial charges, in e, on atoms 1 to 4: number 1, Br, carries 0.63; number 2, C, carries -0.70; number 3, C, carries -0.71; number 4, Br, carries 0.68

No. 3
# C3H6OSSi

One molecule with the formula C3H6OSSi at a distorted geometry (wB97M-V/def2-TZVPD, the Open Molecules 2025 dataset).

LUMO level in eV: 0.15
Charge: 0
SMILES: C=CC(=O)S[SiH3]
ΔE to the lowest compared entry with this formula, charge and spin in kcal/mol: 9.4
Spin multiplicity: 1

Positions of all 12 atoms, in Å:
C  -1.5114  -0.2195  1.9980
C  -1.5928  0.3939  0.7671
C  -0.2675  0.4086  0.0494
O  0.8635  0.4107  0.5046
S  -0.3413  0.3306  -1.6422
Si  1.8220  -0.1614  -1.6864
H  -2.1739  -0.4361  2.7635
H  -0.5289  -0.7935  2.1087
H  -2.4431  0.7727  0.1974
H  2.4838  1.1963  -1.2660
H  1.7654  -1.3044  -0.7478
H  1.9242  -0.5979  -3.0463

These are the Löwdin partial charges, in e, on atoms 1 to 4: number 1, C, carries 0.07; number 2, C, carries -0.13; number 3, C, carries -0.93; number 4, O, carries -0.16

No. 4
# C6H6N2

One molecule with the formula C6H6N2 (wB97M-V/def2-TZVPD, the Open Molecules 2025 dataset).

LUMO level in eV: 0.99
Charge: 0
SMILES: C#Cc1c[nH]nc1C
ΔE to the lowest compared entry with this formula, charge and spin in kcal/mol: 30.5
Spin multiplicity: 1

Positions of all 14 atoms, in Å:
C  -2.7993  0.7643  0.0062
C  -1.5998  0.7145  -0.0003
C  -0.1984  0.6173  -0.0035
C  0.7327  1.6379  -0.0052
N  1.9440  1.0469  0.0009
N  1.8599  -0.2848  0.0070
C  0.5750  -0.5764  0.0038
C  0.0674  -1.9712  0.0002
H  -3.8462  0.8195  0.0104
H  0.6096  2.7019  -0.0094
H  2.8485  1.4899  0.0041
H  -0.3889  -2.2027  -0.9619
H  0.8878  -2.6600  0.1779
H  -0.6922  -2.0972  0.7696

These are the Löwdin partial charges, in e, on atoms 1 to 4: number 1, C, carries 0.13; number 2, C, carries -0.11; number 3, C, carries -0.22; number 4, C, carries -0.04

No. 5
# C5H12NO

A 2-piece molecular cluster, C5H12NO overall at a distorted geometry (wB97M-V/def2-TZVPD, the Open Molecules 2025 dataset).

LUMO level in eV: -3.24
Charge: +1
ΔE to the lowest compared entry with this formula, charge and spin in kcal/mol: 88.5
Spin multiplicity: 1

Positions of all 19 atoms, in Å:
C  -2.3880  0.6454  -0.8614
C  -2.3340  -0.5788  -0.0615
C  2.9471  0.5155  0.7178
C  1.0366  -0.4611  -0.6490
C  1.7807  0.5706  -0.2124
N  -1.1319  -0.8300  0.7554
O  -3.1759  0.4749  0.2631
H  -1.6053  1.4338  -0.7560
H  -3.0250  0.7441  -1.7038
H  3.8445  0.8015  0.0177
H  3.0292  -0.5081  1.0710
H  2.8339  1.2601  1.6125
H  1.4520  -1.5651  -0.5814
H  -2.7133  -1.4499  -0.5332
H  0.2176  -0.2898  -1.3199
H  1.5185  1.6703  -0.4795
H  -1.0478  0.0695  1.3942
H  -0.2938  -0.8479  -0.0005
H  -0.9452  -1.6548  1.3271

These are the Löwdin partial charges, in e, on atoms 1 to 4: number 1, C, carries -0.09; number 2, C, carries -0.29; number 3, C, carries -0.10; number 4, C, carries -0.10

No. 6
# C34H72BrFINO6P2

A 4-piece molecular cluster, C34H72BrFINO6P2 overall at a distorted geometry (wB97M-V/def2-TZVPD, the Open Molecules 2025 dataset).

LUMO level in eV: 0.53
Charge: 0
SMILES: C#CN(P(C)C)[C@@](CCCCCCCCCCCOC)(C[C@@H](C)I)[C@@H](CCCF)O[C@@H](Br)[PH2]=O.CC(C)O.CC(C)O.CC(C)O
Spin multiplicity: 1

Positions of all 118 atoms, in Å:
C  0.2359  -1.4756  -4.2410
C  -0.4746  -0.7299  -3.5782
N  -1.0669  0.1582  -2.7435
P  -2.7908  0.2474  -3.2354
C  -3.3375  1.9904  -3.4249
C  -2.8430  -0.3608  -4.9793
C  -0.8927  -0.2818  -1.2917
C  0.6134  -0.5625  -1.1377
C  1.1775  -0.4350  0.2876
C  2.7183  -0.2150  0.2041
C  3.1526  1.0903  0.8873
C  3.6219  0.8218  2.3047
C  4.0322  2.0975  3.0324
C  2.8247  3.0171  3.2570
C  1.6763  2.3122  3.9986
C  0.8472  3.3533  4.7454
C  -0.5799  2.8799  5.1286
C  -0.6957  1.3712  5.2853
O  -1.9960  1.0175  5.7442
C  -2.9737  1.1205  4.7224
C  -1.3080  0.9352  -0.4434
C  -0.3773  2.1480  -0.5724
C  -0.5994  3.0701  -1.7585
I  -0.7393  3.3682  1.2096
C  -1.8086  -1.4914  -0.9635
C  -1.2118  -2.5209  0.0148
C  -1.3017  -2.1057  1.4914
C  -0.4869  -3.0509  2.3847
F  0.2622  -2.2948  3.2662
O  -3.0414  -1.0449  -0.3444
C  -4.1815  -1.5915  -0.8483
Br  -4.7441  -3.2293  0.1549
P  -5.5376  -0.3382  -0.5702
O  -5.7457  0.4958  -1.7637
H  0.8852  -2.0216  -4.8544
H  -3.4253  2.4059  -2.4274
H  -4.3345  1.9977  -3.8453
H  -2.6265  2.5939  -3.9859
H  -2.7559  -1.4350  -5.0352
H  -3.8342  -0.0723  -5.3235
H  -2.1317  0.1695  -5.6093
H  0.8828  -1.5498  -1.4888
H  1.1447  0.1533  -1.7536
H  1.0679  -1.3643  0.8250
H  0.8002  0.4149  0.8447
H  3.0788  -0.2433  -0.8208
H  3.2305  -1.0341  0.7004
H  4.0210  1.4764  0.3518
H  2.3941  1.8703  0.8506
H  2.8795  0.2765  2.8848
H  4.5034  0.1818  2.2774
H  4.7722  2.6520  2.4550
H  4.5113  1.8633  3.9798
H  2.4766  3.4506  2.3248
H  3.1531  3.8209  3.9158
H  2.1344  1.5998  4.6811
H  1.0732  1.7842  3.2680
H  1.4087  3.6700  5.6191
H  0.7301  4.2297  4.1098
H  -0.8235  3.3099  6.0965
H  -1.2837  3.2594  4.3947
H  -0.5211  0.8503  4.3426
H  0.0442  0.9961  5.9855
H  -2.5487  1.3883  3.7585
H  -3.4764  0.1596  4.6473
H  -3.7110  1.8751  4.9934
H  -2.3330  1.2442  -0.6297
H  -1.2740  0.6296  0.5943
H  0.6746  1.9092  -0.5247
H  -1.5981  3.4858  -1.7747
H  -0.3296  2.5756  -2.6842
H  0.0799  3.9142  -1.6632
H  -2.0055  -2.0457  -1.8771
H  -0.2213  -2.8625  -0.2703
H  -1.8580  -3.3934  -0.0649
H  -2.3362  -2.2461  1.7754
H  -0.9475  -1.1013  1.6760
H  0.1457  -3.7078  1.7907
H  -1.1448  -3.6697  2.9847
H  -4.1580  -1.7734  -1.9175
H  -5.1011  0.3695  0.5720
H  -6.6890  -1.0448  -0.1663
C  3.2126  -4.1625  -5.1943
C  3.7080  -3.5035  -3.9159
C  5.0794  -4.0303  -3.5229
O  2.7796  -3.7336  -2.8529
H  3.1136  -5.2432  -5.0579
H  2.2252  -3.7831  -5.4633
H  3.8894  -3.9821  -6.0252
H  3.7570  -2.4221  -4.0553
H  5.0376  -5.1066  -3.3344
H  5.4223  -3.5549  -2.6030
H  5.8147  -3.8445  -4.3069
H  2.7215  -4.6843  -2.7129
C  -2.5325  6.7779  9.6813
C  -2.6528  5.9155  8.4337
C  -3.1823  4.5287  8.7676
O  -1.3819  5.8062  7.7947
H  -1.8319  6.3300  10.3916
H  -2.1467  7.7658  9.4275
H  -3.4979  6.8970  10.1756
H  -3.3187  6.3990  7.7180
H  -2.5016  4.0114  9.4494
H  -3.2575  3.9201  7.8656
H  -4.1667  4.5821  9.2355
H  -0.7768  5.3801  8.4106
C  2.5289  -6.1731  -9.9042
C  2.3574  -5.2773  -8.6871
C  1.4668  -4.0840  -8.9991
O  3.6335  -4.8239  -8.2341
H  3.0044  -5.6237  -10.7214
H  3.1734  -7.0202  -9.6675
H  1.5685  -6.5531  -10.2552
H  1.9244  -5.8526  -7.8675
H  1.9095  -3.4700  -9.7882
H  1.3571  -3.4482  -8.1196
H  0.4754  -4.4032  -9.3238
H  4.0356  -4.3127  -8.9444

These are the Löwdin partial charges, in e, on atoms 1 to 4: number 1, C, carries 0.15; number 2, C, carries -0.31; number 3, N, carries -0.19; number 4, P, carries 0.99